[1]
Computed, not measured: a molecular structure, C29H38N2OP2PdSi in a non-equilibrium geometry, with ωB97M-V/def2-TZVPD.

Values from the calculation:
- Orbital gap (alpha / beta): 0.1993 / 0.1837 hartree
- Expectation value of S²: 6.070
- E_LUMO (alpha / beta): -5.80 / -8.65 eV
- HOMO (alpha / beta): -11.23 / -13.65 eV

```
! wB97M-V def2-TZVPD RIJCOSX def2/J DEFGRID3
* xyz 2 5
C -2.381 2.031 -2.880
C -1.974 0.717 -2.705
C -0.677 0.330 -3.176
C 0.328 1.356 -3.299
C -0.103 2.707 -3.293
C -1.443 3.039 -3.156
C 1.669 0.940 -3.276
C 1.989 -0.416 -3.100
C 0.882 -1.331 -2.954
C 1.110 -2.563 -2.246
C 2.408 -3.068 -2.225
C 3.505 -2.254 -2.556
C 3.301 -0.934 -2.918
H -3.435 2.293 -2.751
H 0.657 3.480 -3.397
H -1.765 4.072 -3.248
H 2.471 1.676 -3.332
H 2.574 -4.100 -1.911
H 4.521 -2.661 -2.504
H 4.141 -0.252 -3.072
N -0.354 -0.971 -3.374
Pd -0.301 -0.846 1.625
C -2.844 -0.296 -1.967
H -2.481 -1.297 -2.243
H -3.896 -0.184 -2.282
C -0.027 -3.245 -1.511
H -0.955 -2.960 -2.024
H 0.117 -4.335 -1.576
P -2.821 -0.184 -0.124
P -0.271 -2.851 0.343
C 1.140 -3.802 1.000
H 1.108 -3.761 2.097
H 1.062 -4.844 0.658
H 2.083 -3.367 0.640
C -1.674 -3.973 0.663
H -1.290 -5.000 0.715
H -2.159 -3.720 1.610
H -2.404 -3.906 -0.155
C -3.074 1.527 0.321
H -3.994 1.909 -0.139
H -3.136 1.597 1.413
H -2.215 2.125 -0.009
C -4.102 -1.226 0.563
H -3.971 -1.347 1.645
H -5.072 -0.744 0.377
H -4.101 -2.216 0.089
C -1.525 -1.450 2.964
O -2.254 -1.757 3.805
H -1.412 -0.396 0.514
C 3.292 -0.305 0.830
Si 2.394 0.555 2.227
C 2.121 -0.570 3.700
C 3.366 2.054 2.781
N 0.828 1.031 1.614
C 0.211 2.241 1.689
C -0.653 2.573 2.772
C -1.339 3.782 2.772
C -1.168 4.695 1.724
C -0.308 4.398 0.652
C 0.377 3.186 0.630
H 4.257 -0.686 1.198
H 3.488 0.396 0.006
H 2.718 -1.142 0.413
H 3.066 -0.620 4.260
H 1.349 -0.165 4.369
H 1.835 -1.591 3.409
H 3.608 2.719 1.941
H 2.830 2.642 3.537
H 4.313 1.714 3.226
H -0.766 1.838 3.571
H -1.986 4.026 3.620
H -1.696 5.654 1.752
H -0.142 5.124 -0.145
H 1.047 2.914 -0.183
*
```

[2]
Computed, not measured: 6 unconnected molecules or ions with the total composition H14NO5 in a non-equilibrium geometry, with ωB97M-V/def2-TZVPD.

Values from the calculation:
- Orbital gap: 0.3996 hartree
- E_LUMO: -3.46 eV
- HOMO: -14.33 eV
- Energy above the lowest of the compared OMol25 structures with the same formula, charge and spin: 74.8 kcal/mol

```
! wB97M-V def2-TZVPD RIJCOSX def2/J DEFGRID3
* xyz 1 1
N -0.151 -0.403 -0.241
H 0.607 -0.702 -0.851
H -0.139 0.395 0.324
H -0.576 -1.329 0.175
H -0.853 -0.212 -0.871
O 2.465 2.230 1.905
H 1.708 2.790 2.390
H 1.918 1.687 1.373
O -0.444 -1.447 -3.358
H 0.264 -1.701 -4.039
H -1.103 -1.126 -3.870
O -2.617 0.789 0.808
H -3.448 0.561 0.669
H -2.459 1.757 1.083
O 2.203 1.438 -0.677
H 2.866 0.999 -1.267
H 2.302 2.414 -0.703
O -0.984 -2.910 2.078
H -0.094 -2.865 2.221
H -1.465 -2.362 2.844
*
```

[3]
Computed, not measured: 2 unconnected molecules or ions with the total composition C2HN3O3 in a non-equilibrium geometry, with ωB97M-V/def2-TZVPD.

Values from the calculation:
- Orbital gap (alpha / beta): 0.2821 / 0.2858 hartree
- E_LUMO (alpha / beta): -1.26 / -1.23 eV
- HOMO (alpha / beta): -8.93 / -9.00 eV
- Energy above the lowest of the compared OMol25 structures with the same formula, charge and spin: 215.7 kcal/mol

```
! wB97M-V def2-TZVPD RIJCOSX def2/J DEFGRID3
* xyz 0 1
C 0.384 1.835 -1.724
C -0.428 -0.730 1.826
N -0.073 0.678 -1.259
N 0.518 -0.511 -1.278
N 0.218 -1.608 2.332
O 0.769 2.930 -1.562
O -1.059 0.155 1.565
O -0.826 -0.230 -1.959
H 0.496 -2.519 2.060
*
```

[4]
Computed, not measured: 2 unconnected molecules or ions with the total composition C3H9NO in a non-equilibrium geometry, with ωB97M-V/def2-TZVPD.

Values from the calculation:
- Orbital gap: 0.2843 hartree
- E_LUMO: 0.88 eV
- HOMO: -6.86 eV
- Energy above the lowest of the compared OMol25 structures with the same formula, charge and spin: 74.2 kcal/mol

```
! wB97M-V def2-TZVPD RIJCOSX def2/J DEFGRID3
* xyz 0 1
C 0.523 -0.726 -1.408
C 1.017 0.340 -0.440
C 1.238 0.210 0.916
N 2.024 -0.751 1.526
H -0.544 -0.697 -1.625
H 0.764 -1.653 -0.870
H 1.155 -0.663 -2.304
H 1.181 1.333 -0.857
H 0.573 0.810 1.538
H 2.458 -1.521 1.040
H 2.637 -0.466 2.268
O -4.044 1.281 0.334
H -4.224 0.586 -0.321
H -4.757 1.918 0.202
*
```

Number 2 is which compound?
H14NO5